No. 1
The following is a DFT calculation (ωB97M-V/def2-TZVPD) of a single C4H7N3 molecule in a non-equilibrium geometry.

- spin multiplicity = 1

```
14
Properties=species:S:1:pos:R:3:forces:R:3
C -1.6798 0.8313 -0.2169 -0.30 0.08 0.01
C -0.7646 -0.3577 -0.0615 -0.69 0.02 1.11
N 0.2561 -0.4347 -1.1289 0.05 0.00 0.84
C 1.5033 -0.3887 -0.5955 0.11 0.01 0.28
N 2.6395 -0.5324 -1.1437 -0.39 0.06 0.27
C 1.2579 -0.1353 0.8581 3.08 0.41 1.81
N 1.2635 0.0433 2.0082 1.29 0.03 -0.59
H -2.3228 0.7735 -1.0990 0.03 0.00 0.03
H -1.0941 1.7568 -0.2817 -0.10 -0.19 0.04
H -2.3133 0.8869 0.6719 -0.09 0.13 -0.13
H -1.2688 -1.3198 0.0240 -0.37 0.05 -0.14
H -0.2296 -0.2042 1.0923 -2.57 -0.77 -4.09
H 0.1028 -0.7805 -2.0786 -0.02 0.20 0.74
H 3.3788 -0.4324 -0.4509 -0.05 -0.02 -0.17
```
Positions in Å, forces in eV/Å.


No. 2
The following is a DFT calculation (ωB97M-V/def2-TZVPD) of a single C18H20F3N3O4S molecule in a non-equilibrium geometry.

- spin multiplicity = 1

```
49
Properties=species:S:1:pos:R:3:forces:R:3
O 1.7128 2.7994 5.4178 -0.92 -1.73 -3.54
O 1.7761 3.8367 3.2088 -0.77 -1.03 -0.76
F -2.5155 5.1103 4.4699 0.33 0.51 0.49
F -3.0606 3.0095 4.6175 0.89 -0.01 0.77
F -3.4891 4.0477 2.8665 0.31 0.83 -0.45
N 3.1866 -2.2370 -2.0685 -1.90 -1.01 -0.41
O 0.7521 -4.5958 -3.5406 -2.34 -0.07 0.19
O 0.9998 -1.9276 -2.4907 -2.51 1.03 -0.30
C 4.1405 -3.1344 -2.0260 2.76 -1.02 2.25
C 2.0071 -2.7466 -2.4914 2.61 -2.29 -0.63
C 4.1120 -4.4709 -2.3859 -0.94 0.69 -0.71
C 2.9847 -4.9397 -2.9935 -1.17 -0.20 0.05
C -1.2875 2.5263 -0.4473 -0.67 1.06 -0.73
C -1.8697 0.5666 0.9118 -0.36 2.18 -2.27
C -1.1150 3.2901 0.7094 -0.73 -1.37 0.37
C -1.7671 1.3430 2.0268 0.15 -0.38 0.71
C 1.8568 -4.0946 -2.9812 2.15 0.46 0.09
C -1.7877 1.2387 -0.3650 -0.06 -1.07 -0.33
C -1.4325 2.6823 1.9304 1.11 2.21 -0.57
N -1.1852 -0.6286 -1.6988 -0.89 -0.54 -0.01
N -0.3528 2.6795 4.0752 -0.29 0.73 -2.06
C -2.1510 0.4968 -1.6890 3.46 -2.11 5.75
C -0.2549 -3.5849 -3.8520 0.26 -1.01 -1.08
C -1.3266 -1.4608 -2.8674 1.67 0.81 -0.29
C -2.5380 3.9712 3.8231 -0.57 -1.72 -1.25
C 1.9388 1.1601 3.1958 -2.26 1.04 -0.09
C -0.2596 -2.5547 -2.7659 -1.04 0.71 0.60
C -1.1782 3.5584 3.1491 0.16 -1.37 0.77
S 1.3055 2.6888 3.9591 1.87 3.10 4.07
H 5.0424 -2.9581 -1.3985 -0.47 0.99 -0.83
H 4.9075 -5.1471 -2.2417 1.10 -0.21 0.23
H 2.9822 -5.9749 -3.3918 -0.53 0.87 0.24
H -1.1821 3.0615 -1.4318 -0.05 -0.90 0.96
H -2.1060 -0.4575 0.9802 -0.30 -1.02 -0.11
H -0.8454 4.3333 0.6504 0.21 0.02 0.09
H -1.9222 0.8705 2.9917 0.10 0.25 0.04
H -0.1890 -0.3824 -1.6529 -0.84 0.58 0.19
H -0.6217 2.7385 5.0159 -0.07 0.05 1.62
H -2.0624 1.1167 -2.4422 0.77 3.31 -4.10
H -3.1384 0.1950 -1.6714 -2.02 -1.26 0.26
H 0.0565 -3.3809 -4.9088 -0.84 0.94 0.87
H -1.3233 -3.9830 -3.8095 1.62 -0.15 -0.33
H -2.2187 -1.9935 -2.9302 -2.00 -0.78 0.43
H -1.3714 -0.7786 -3.7171 0.75 -0.41 -0.91
H 2.9764 1.3250 3.0800 1.08 0.09 0.15
H 1.6492 0.4659 3.9544 0.23 -0.98 0.18
H 1.4678 0.9558 2.2138 0.07 0.26 0.67
H -0.6712 -3.1229 -1.8745 1.18 0.48 -0.42
H -0.6325 4.4869 2.8859 -0.31 -0.55 0.16
```
Positions in Å, forces in eV/Å.


No. 3
The following is a DFT calculation (ωB97M-V/def2-TZVPD) of 2 unconnected molecules or ions with the total composition C3H8N2OS in a non-equilibrium geometry.

- spin multiplicity = 1

```
15
Properties=species:S:1:pos:R:3:forces:R:3
N -1.6303 -0.0552 1.7992 -0.21 0.70 -1.03
C -1.5353 0.2423 0.4123 -1.75 0.46 4.32
C 0.1580 0.9694 0.2443 2.75 -0.24 -0.60
S 2.9942 0.3937 0.0497 -0.51 0.50 0.18
C -0.4769 0.1628 -0.8658 2.73 -0.69 -2.42
N 0.3404 -1.0376 -0.9339 -1.62 -0.56 0.73
O -0.9663 0.6474 -1.8929 -0.34 0.04 0.45
H -0.9515 -0.7354 2.1590 0.31 -0.03 -0.38
H 3.3129 -0.7937 -0.4995 -0.22 0.07 -0.04
H -2.2545 1.0297 0.2114 -0.27 -0.43 -0.45
H -1.6671 -0.8938 0.6808 -0.40 -0.36 -1.11
H 0.6234 0.4125 1.0301 0.03 0.13 0.35
H 0.5263 1.9650 0.0161 -1.01 0.51 0.42
H 0.2763 -1.4974 -1.8307 0.02 0.22 -0.04
H 1.2503 -0.8097 -0.5802 0.48 -0.31 -0.39
```
Positions in Å, forces in eV/Å.


no.,orbital gap (eV),energy (eV)
1,10.557,-8729.156
2,8.835,-50635.446
3,5.131,-19093.936